1.
Density functional theory data (ωB97M-V/def2-TZVPD) for a cluster of 11 separate species, C48H110F6N8O12P2 in total.

Last column: Löwdin charge in e.
Element x y z (Å)
C: 17.841 7.453 9.578  -0.03
C: 17.258 6.368 10.035  -0.34
C: 17.953 5.575 11.199  -0.35
O: 17.508 4.441 11.557  -0.07
C: 19.086 5.997 11.890  0.02
C: 19.757 7.198 11.337  -0.29
C: 19.127 7.920 10.053  -0.26
O: 19.743 8.897 9.520  -0.11
O: 20.747 7.647 11.935  -0.06
O: 16.211 6.051 9.343  -0.08
H: 17.324 8.161 8.948  0.12
H: 19.398 5.502 12.799  0.10
C: 22.949 5.336 11.444  -0.11
C: 23.741 4.387 12.344  -0.20
C: 25.136 3.931 11.738  -0.23
C: 25.991 5.092 11.259  -0.26
P: 27.707 4.442 10.918  1.06
C: 28.597 3.758 12.338  -0.21
C: 28.303 4.576 13.672  -0.24
C: 27.363 4.032 14.736  -0.24
C: 27.930 2.675 15.303  -0.06
C: 28.653 5.853 10.186  -0.24
C: 28.742 7.140 11.047  -0.26
C: 29.766 8.131 10.484  -0.21
C: 29.282 9.628 10.654  -0.08
C: 27.490 3.121 9.615  -0.25
C: 26.854 3.589 8.314  -0.27
C: 27.002 2.555 7.172  -0.23
C: 28.484 2.491 6.727  -0.09
H: 23.566 6.148 11.059  0.05
H: 22.037 5.734 11.891  0.03
H: 22.595 4.939 10.492  0.07
H: 23.177 3.471 12.522  0.10
H: 23.953 4.978 13.235  0.10
H: 24.884 3.189 10.980  0.11
H: 25.706 3.383 12.488  0.09
H: 26.198 5.897 11.965  0.09
H: 25.651 5.461 10.292  0.08
H: 29.676 3.745 12.186  0.12
H: 28.102 2.791 12.431  0.08
H: 27.938 5.572 13.419  0.07
H: 29.267 4.813 14.121  0.12
H: 26.351 3.927 14.341  0.07
H: 27.249 4.674 15.609  0.11
H: 27.209 2.350 16.053  0.08
H: 28.873 2.822 15.828  0.09
H: 28.033 1.968 14.479  0.06
H: 28.193 6.160 9.247  0.09
H: 29.660 5.466 10.028  0.11
H: 28.911 6.846 12.083  0.10
H: 27.779 7.651 11.078  0.07
H: 29.711 7.936 9.413  0.10
H: 30.791 8.004 10.830  0.13
H: 29.121 9.892 11.699  0.08
H: 28.411 9.736 10.008  0.03
H: 30.045 10.278 10.225  0.08
H: 26.856 2.365 10.079  0.10
H: 28.451 2.676 9.357  0.10
H: 27.245 4.549 7.978  0.09
H: 25.805 3.798 8.526  0.09
H: 26.433 2.910 6.312  0.11
H: 26.642 1.550 7.392  0.11
H: 28.710 3.463 6.290  0.08
H: 28.543 1.736 5.942  0.09
H: 29.223 2.120 7.437  0.07
C: 17.189 6.851 15.388  -0.05
C: 16.134 5.764 15.278  -0.30
C: 14.984 5.936 16.225  -0.15
O: 14.096 4.823 16.069  -0.19
C: 13.037 4.791 16.889  -0.13
N: 15.636 5.606 13.846  0.25
H: 15.121 6.411 13.517  0.16
H: 16.270 5.265 13.136  0.11
H: 14.918 4.893 13.815  0.16
H: 16.772 7.853 15.489  0.09
H: 17.777 6.948 14.475  0.06
H: 17.797 6.660 16.272  0.09
H: 16.610 4.806 15.489  0.13
H: 14.499 6.889 16.008  0.14
H: 15.296 5.879 17.268  0.16
H: 12.501 3.946 16.456  0.11
H: 12.498 5.739 16.907  0.10
H: 13.143 4.556 17.949  0.11
C: 20.859 1.235 13.090  0.01
C: 19.563 1.841 12.462  -0.30
C: 19.200 1.510 11.028  -0.21
O: 18.871 0.148 10.777  -0.15
C: 19.326 -0.307 9.477  -0.05
N: 18.411 1.621 13.375  0.26
H: 17.616 2.106 12.982  0.15
H: 18.088 0.675 13.534  0.19
H: 18.689 2.005 14.268  0.12
H: 21.083 1.724 14.038  0.08
H: 21.748 1.183 12.462  0.09
H: 20.635 0.191 13.310  0.10
H: 19.706 2.922 12.450  0.13
H: 20.136 1.819 10.559  0.12
H: 18.472 2.164 10.548  0.09
H: 18.898 0.282 8.665  0.06
H: 18.978 -1.327 9.311  0.11
H: 20.405 -0.215 9.348  0.09
C: 23.436 9.319 10.708  0.01
C: 24.737 9.366 10.031  -0.36
O: 25.532 8.418 10.125  0.14
N: 24.912 10.530 9.092  0.10
H: 25.311 10.194 8.226  0.19
H: 24.036 10.971 8.847  0.16
C: 25.761 11.688 9.672  0.09
H: 22.702 8.834 10.063  0.09
H: 23.020 10.320 10.817  0.10
H: 23.485 8.801 11.665  0.10
H: 25.587 12.516 8.985  0.12
H: 26.790 11.333 9.617  0.10
H: 25.300 11.992 10.612  0.12
C: 21.635 9.710 16.205  0.03
C: 20.768 8.753 15.455  -0.31
O: 19.538 8.733 15.439  0.14
N: 21.607 7.880 14.478  0.10
H: 21.334 7.949 13.504  0.08
H: 22.530 8.292 14.454  0.14
C: 21.679 6.387 14.903  0.04
H: 22.252 9.274 16.990  0.12
H: 21.014 10.432 16.736  0.11
H: 22.265 10.274 15.516  0.10
H: 22.143 6.163 15.863  0.12
H: 21.954 5.772 14.047  0.07
H: 20.614 6.188 15.019  0.06
C: 14.321 9.132 8.273  0.01
C: 13.045 8.394 8.529  -0.31
O: 11.911 8.875 8.458  0.20
N: 13.261 6.902 8.940  0.08
H: 13.427 6.439 8.057  0.18
H: 14.177 6.826 9.363  0.10
C: 12.236 6.444 9.958  0.05
H: 15.087 8.609 7.699  0.08
H: 14.862 9.463 9.159  0.09
H: 14.083 9.984 7.636  0.11
H: 12.433 7.044 10.846  0.11
H: 12.410 5.368 9.948  0.10
H: 11.190 6.524 9.662  0.12
C: 15.161 2.926 9.263  0.02
C: 16.333 2.391 8.480  -0.31
O: 16.421 1.266 7.974  0.16
N: 17.287 3.544 7.981  0.09
H: 17.078 4.480 8.306  0.11
H: 18.151 3.437 8.497  0.14
C: 17.646 3.337 6.502  0.06
H: 14.730 2.041 9.731  0.11
H: 14.489 3.403 8.549  0.11
H: 15.480 3.548 10.099  0.06
H: 16.741 3.820 6.133  0.11
H: 17.771 2.296 6.207  0.11
H: 18.506 3.983 6.330  0.08
C: 18.684 13.588 9.509  0.04
C: 18.069 12.216 9.616  -0.36
O: 17.106 11.915 8.964  0.17
N: 18.791 11.203 10.503  0.10
H: 19.189 10.396 10.038  0.08
H: 19.518 11.830 10.820  0.15
C: 17.966 10.767 11.701  0.04
H: 19.407 13.742 8.708  0.11
H: 19.055 14.001 10.447  0.10
H: 17.816 14.233 9.365  0.12
H: 17.082 10.233 11.355  0.10
H: 17.661 11.574 12.366  0.12
H: 18.495 9.993 12.258  0.09
C: 19.167 8.782 5.528  0.05
C: 19.621 7.610 6.356  -0.33
O: 18.990 6.550 6.369  0.12
N: 20.916 7.793 7.177  0.12
H: 21.551 8.495 6.820  0.17
H: 20.636 8.238 8.043  0.09
C: 21.597 6.397 7.269  0.05
H: 18.934 9.666 6.122  0.10
H: 18.192 8.520 5.117  0.11
H: 19.932 9.061 4.804  0.12
H: 20.931 5.703 7.779  0.09
H: 22.484 6.499 7.895  0.09
H: 21.888 5.941 6.323  0.12
P: 19.659 3.932 16.582  0.18
F: 21.123 3.820 15.883  -0.16
F: 20.262 3.474 18.007  -0.12
F: 19.842 5.449 17.141  -0.15
F: 18.238 3.776 17.225  -0.11
F: 18.915 4.411 15.189  -0.19
F: 19.574 2.354 16.105  -0.19

Forces on the atoms, in the same order (eV/Å):
C 4.92 5.43 0.37
C -2.48 -2.78 -0.69
C -0.39 -2.70 0.96
O -1.41 0.65 -0.84
C 0.44 3.90 -2.93
C -1.23 -2.23 1.84
C -1.22 -1.17 0.39
O 0.27 -0.42 0.16
O 0.33 1.29 -1.18
O 0.61 -1.34 2.18
H -0.02 -0.33 -0.58
H 0.18 -0.03 -0.08
C -0.07 -0.06 -0.96
C 1.15 0.18 -0.97
C -1.53 0.40 0.97
C 1.56 -1.21 -0.49
P 0.27 0.53 -1.92
C -1.78 0.85 1.40
C 0.34 1.24 -0.28
C 0.92 -1.72 0.38
C -1.20 1.16 -0.26
C -0.38 0.14 0.70
C -0.04 -0.54 0.74
C -1.07 0.98 -0.27
C 1.12 -1.34 -0.43
C 0.33 0.70 0.47
C -0.84 -0.17 -0.06
C 1.05 0.44 0.26
C -0.91 -0.56 -0.73
H 0.15 0.46 0.56
H 0.28 0.09 0.28
H -0.02 -0.85 -0.04
H -0.08 0.22 0.54
H -0.09 -0.53 0.45
H 0.36 0.26 -0.46
H -0.34 -0.07 0.23
H -0.63 0.07 0.15
H 0.10 0.36 0.08
H -0.20 -0.46 -0.42
H 0.74 -0.49 0.08
H -0.08 0.18 -0.27
H 0.08 -0.32 0.10
H -0.09 -0.32 -0.05
H 0.32 0.52 -0.32
H 0.12 -0.53 -0.16
H 0.07 0.06 -0.28
H 0.07 -0.32 0.37
H 0.14 -0.46 -0.25
H 0.05 -0.03 -0.30
H 0.42 0.26 0.09
H -0.23 -0.12 -0.20
H 0.62 0.16 -0.20
H -0.16 -0.17 0.05
H -0.21 0.07 -0.12
H -0.41 0.14 0.31
H 0.02 0.10 0.22
H 0.17 -0.22 0.04
H 0.19 -0.01 0.49
H 0.37 -0.05 -0.09
H -0.37 -0.09 -0.10
H -0.09 -0.01 0.01
H -0.16 0.12 0.44
H 0.59 -0.11 0.14
H 0.06 0.20 -0.28
H -0.15 0.48 0.37
C -0.50 0.52 -0.31
C 1.25 -0.64 0.29
C -0.96 -1.09 0.21
O 3.86 1.06 -2.42
C -3.12 -0.64 1.39
N -1.28 -0.21 0.30
H 0.22 0.69 -0.10
H 1.15 0.21 -0.21
H -0.60 -0.61 0.74
H -0.41 0.00 0.28
H 0.43 -0.53 0.14
H 0.18 -0.03 -0.26
H -0.02 -0.04 -0.05
H -0.42 0.20 0.23
H 0.60 0.61 -0.03
H -0.96 0.38 0.41
H -0.48 -0.01 -0.44
H 1.04 -0.16 0.12
C -1.29 -0.88 -0.12
C 0.91 0.09 -0.25
C 1.12 -1.11 -0.65
O 0.70 0.68 -0.18
C -0.39 0.25 0.05
N -0.05 0.26 -0.11
H -0.32 0.51 0.17
H 0.42 -0.81 -0.15
H -0.16 0.38 1.17
H 0.00 0.12 -0.06
H -0.28 0.47 -0.29
H 0.14 -0.14 0.16
H -0.28 0.17 0.11
H 0.34 -0.37 -0.61
H -0.61 0.28 0.54
H -0.37 0.30 0.04
H 0.20 0.05 0.38
H 0.14 -0.25 0.44
C -0.85 1.10 0.29
C 1.90 -4.36 0.62
O -1.95 4.19 -1.13
N 0.64 0.19 0.50
H 0.62 -0.11 -0.38
H -0.60 -0.23 0.07
C -0.38 -0.11 -0.93
H 0.02 -0.42 -0.01
H 0.02 0.13 0.41
H 0.04 -0.01 -0.28
H 0.35 -0.02 -0.10
H -0.05 0.36 0.69
H 0.58 -0.40 0.25
C -0.44 0.37 0.57
C -3.13 0.79 -0.28
O 4.29 -0.63 -0.43
N 0.96 -0.52 1.85
H -1.28 -0.42 -0.76
H 0.51 0.03 0.52
C -2.12 0.48 -0.67
H 0.18 -0.43 -0.23
H -0.20 -0.10 -0.16
H 0.17 -0.12 -0.08
H 0.38 0.48 -0.31
H 0.63 0.31 0.27
H 0.07 -0.28 0.28
C 0.42 0.36 -0.93
C -3.39 2.27 -0.20
O 4.45 -2.67 0.53
N -0.78 2.23 0.16
H -0.91 -0.86 -0.38
H 0.71 0.03 0.38
C 0.08 -1.10 -1.19
H -0.27 -0.72 -0.01
H -0.50 0.07 0.33
H -0.18 0.22 0.40
H -0.05 -0.55 0.09
H 0.05 0.02 1.14
H 0.26 0.67 -0.46
C 1.07 -1.22 0.85
C -1.42 -3.03 -2.36
O 0.62 4.85 2.17
N 1.86 -2.79 0.29
H -1.45 0.80 -0.37
H 0.52 -0.76 0.46
C -1.19 1.95 0.80
H -0.50 0.04 -0.37
H -0.06 0.06 0.17
H 0.05 0.52 -0.40
H 0.36 -0.44 -1.33
H -0.11 0.16 0.44
H -0.06 -0.29 -0.30
C -0.79 0.50 1.20
C -1.38 0.40 -2.62
O 1.33 -0.68 1.55
N -1.25 2.22 1.63
H 0.27 -0.99 -0.82
H 0.76 -0.42 0.56
C -0.36 -1.01 -0.11
H -0.09 -0.31 -0.05
H 0.54 -0.40 0.17
H 0.06 0.07 -0.64
H -0.06 0.42 -0.37
H 0.29 0.20 -0.35
H 0.49 0.34 0.01
C -0.08 -0.05 0.76
C -3.06 -1.78 -1.25
O 3.05 3.07 0.89
N -0.01 -2.53 -1.44
H 0.13 0.02 -1.08
H -0.65 -0.28 1.61
C 0.20 0.43 1.33
H 0.43 0.10 0.39
H 0.42 -0.20 -0.53
H -0.19 -0.06 -0.28
H -0.18 0.38 -0.09
H -0.01 0.15 -0.08
H -0.30 0.74 -0.30
P 1.12 -2.53 3.42
F 0.03 1.83 -0.44
F 0.56 -0.26 -0.82
F -0.12 0.24 -1.76
F -1.66 0.61 -0.14
F 0.82 0.33 -0.47
F -0.95 -0.24 -0.83

Values from the calculation:
Energy   -122871.375 eV
Charge   +6
Multiplicity   1

=====

2.
Density functional theory data (ωB97M-V/def2-TZVPD) for the molecule C4H5NOS.

Last column: Löwdin charge in e.
Element x y z (Å)
C: 1.773 -0.579 0.254  -0.08
C: 0.464 -0.854 -0.255  -0.10
C: 1.750 0.763 0.488  -0.10
C: -0.218 0.284 -0.295  -0.32
N: -1.846 0.647 -0.767  -0.38
O: 0.487 1.281 0.188  0.02
S: -2.816 -0.046 0.391  0.67
H: 2.622 -1.308 0.481  0.13
H: 0.051 -1.948 -0.449  0.15
H: 2.542 1.456 0.797  0.12
H: -1.957 1.623 -0.724  0.01
H: -2.854 -1.319 -0.109  -0.13

Forces on the atoms, in the same order (eV/Å):
C 0.68 0.21 0.56
C -1.01 -4.90 -0.64
C 0.33 -0.01 0.12
C -4.53 1.41 -1.30
N 5.55 -2.70 0.46
O 1.73 1.09 0.11
S -1.37 -1.18 1.08
H -1.49 1.32 -0.55
H 0.90 2.76 0.17
H -0.84 -0.23 -0.07
H 0.12 1.55 0.06
H -0.09 0.69 0.01

Values from the calculation:
Energy relative to the best compared isomer or geometry (same formula, charge and spin)   71.9 kcal per mole
SMILES   SNc1ccco1
Multiplicity   1